[1]
The following is a DFT calculation (ωB97M-V/def2-TZVPD) of the molecule C21H14F2N4O2 at a distorted geometry.

Energy above the lowest of the compared OMol25 structures with the same formula, charge and spin (eV): 0.816
Kohn-Sham gap (eV): 7.489
Lowest unoccupied orbital energy (eV): -0.33
SMILES: Cn1cnc2c(Oc3ccc(F)cc3F)c(C3=CNC(=O)C4=NC=C[C@@H]34)ccc21

Structure (XYZ):
```
43
C21H14F2N4O2, DFT ωB97M-V/def2-TZVPD
F 0.455 -0.653 -6.426
F -0.599 1.758 -2.403
O -5.603 -1.195 1.753
O -0.414 -0.697 -0.935
N 2.519 0.146 -1.319
N -3.340 -2.401 3.281
N 3.591 1.470 0.099
N -4.094 0.104 0.772
C 1.638 0.501 -0.284
C 0.281 -1.832 -4.335
C 0.027 -1.870 -2.959
C 2.339 1.252 0.620
C 3.659 0.741 -1.066
C 0.368 1.222 2.083
C -0.295 0.558 -2.997
C -1.269 -1.516 3.475
C -2.084 -0.460 2.768
C -3.345 -1.274 2.636
C 0.287 0.126 -0.095
C 0.215 -0.657 -5.072
C -0.365 0.527 1.100
C 1.727 1.573 1.866
C -0.023 0.530 -4.380
C -1.751 0.183 1.436
C -2.062 -2.585 3.740
C 4.763 2.085 0.816
C -2.752 0.415 0.475
C -4.427 -0.760 1.790
C -0.218 -0.662 -2.286
H -1.715 -3.525 4.248
H 5.155 1.323 1.440
H -2.475 0.903 -0.450
H -4.847 0.350 0.131
H -0.192 -1.384 3.645
H 5.526 2.410 0.104
H 2.219 2.111 2.660
H 0.030 -2.828 -2.433
H 4.581 0.622 -1.642
H -0.073 1.423 -4.970
H 0.463 -2.751 -4.853
H -0.094 1.474 3.023
H 4.399 2.911 1.437
H -2.204 0.334 3.507
```

[2]
The following is a DFT calculation (ωB97M-V/def2-TZVPD) of the molecule C9H9N3OS at a distorted geometry.

Energy above the lowest of the compared OMol25 structures with the same formula, charge and spin (eV): 0.185
Kohn-Sham gap (eV): 7.647
Lowest unoccupied orbital energy (eV): -0.57
SMILES: [H]/N=C1/C(C(N)=O)=C(SC)c2cccn21

Structure (XYZ):
```
23
C9H9N3OS, DFT ωB97M-V/def2-TZVPD
S 0.250 -0.496 -2.524
O -2.228 -1.645 -0.793
N -0.705 0.382 2.607
N -2.800 -0.811 1.254
N 1.153 0.707 1.141
C 3.276 1.240 0.754
C 0.110 0.111 -0.843
C -1.338 -1.094 -3.259
C 1.341 0.626 -0.230
C -0.195 0.352 1.467
C -0.813 -0.047 0.181
C 2.640 1.071 -0.499
C -2.057 -0.916 0.150
C 2.332 1.104 1.717
H -2.083 -0.279 -3.116
H -0.126 0.632 3.446
H 2.519 1.223 2.797
H 3.086 1.105 -1.428
H -3.485 -1.519 1.549
H 4.306 1.724 0.814
H -2.414 -0.189 2.031
H -1.060 -1.284 -4.381
H -1.708 -1.997 -2.834
```

[3]
The following is a DFT calculation (ωB97M-V/def2-TZVPD) of a structure of composition C44H56Cl2NO5P2Si2Ti.

Total charge: -1
Kohn-Sham gap (spin up / spin down) (eV): 5.433 / 5.552
Lowest unoccupied orbital energy (spin up / spin down) (eV): 2.38 / 2.42

Structure (XYZ):
```
113
C44H56Cl2NO5P2Si2Ti, DFT ωB97M-V/def2-TZVPD
Ti 0.240 -0.808 0.236
Cl -0.935 -7.163 3.733
Cl -2.878 -2.142 3.681
P -1.400 -1.704 -1.704
P -3.625 -0.552 0.333
Si 3.467 -0.962 -1.104
Si 2.115 1.302 -2.553
O -0.628 1.979 2.993
O 1.690 -0.443 1.948
O -0.239 0.960 1.041
O -0.878 -1.711 1.605
O 0.931 -2.518 -0.142
N -1.849 1.742 -1.345
C 2.475 1.784 2.414
C 2.244 0.249 6.439
C 1.373 0.320 4.195
C 0.292 -1.027 5.879
C -5.088 0.092 -2.012
C -4.410 -0.427 -4.246
C 1.240 -0.629 6.813
C 2.832 0.501 -4.120
C -0.036 -5.242 2.062
C 0.357 -0.550 4.583
C 0.599 2.197 -3.252
C 1.964 0.174 -1.071
C -4.823 -1.901 0.756
C 0.871 -3.657 0.435
C -1.778 -4.588 3.605
C 0.004 -3.936 1.516
C -0.895 -5.542 3.077
C -3.958 4.189 -3.091
C -3.246 -0.987 -3.737
C -5.336 0.126 -3.377
C 3.808 1.386 2.292
C -3.238 3.036 -2.829
C 2.312 0.723 5.134
C 5.109 0.000 -1.250
C 0.034 1.271 2.260
C 3.498 -2.158 -2.584
C -2.983 -1.006 -2.365
C 3.240 2.774 -2.136
C -0.862 -2.928 2.050
C 3.847 -2.131 0.373
C 4.471 3.634 1.768
C 4.796 2.301 1.964
C 3.152 4.041 1.903
C 1.410 0.739 2.736
C -3.981 5.238 -2.182
C -1.938 -3.425 -1.380
C -1.744 -3.320 3.085
C -2.535 3.968 -0.723
C -4.606 0.897 0.908
C -3.264 5.112 -0.998
C -0.366 -1.935 -3.192
C -3.929 -0.471 -1.489
C -2.513 2.909 -1.638
C 2.160 3.126 2.225
H 0.095 2.833 -2.526
H -0.090 -0.971 -3.623
H -0.820 -2.569 -3.952
H 1.499 -4.452 0.026
H -2.534 -1.393 -4.435
H 2.699 1.211 -4.940
H -0.505 -1.705 6.156
H -1.075 -4.048 -1.145
H -4.284 1.800 0.388
H 3.094 1.420 4.863
H -5.763 -1.805 0.209
H 4.172 -1.798 -3.365
H -4.582 -0.417 -5.316
H 3.865 -3.133 -2.256
H -6.242 0.583 -3.754
H -2.613 -3.446 -0.524
H 4.248 2.477 -1.847
H 5.238 4.349 1.501
H 2.980 0.574 7.164
H -0.151 1.553 -3.720
H 1.135 3.454 2.330
H 4.926 -2.115 0.542
H 1.191 -0.997 7.831
H -4.513 4.266 -4.019
H 0.540 -2.415 -2.834
H -2.473 -4.842 4.391
H -5.683 0.769 0.786
H 2.527 -2.311 -3.044
H -3.272 5.918 -0.274
H 0.620 -6.004 1.660
H -1.572 1.185 -2.133
H -5.023 -1.846 1.830
H 3.362 -1.995 1.336
H -4.388 -2.880 0.558
H 2.177 0.925 -0.286
H -4.390 1.029 1.969
H 5.821 1.967 1.860
H 3.580 -3.144 0.070
H 3.316 3.453 -2.990
H -4.548 6.135 -2.390
H 5.258 0.396 -2.257
H 5.951 -0.662 -1.030
H 3.900 0.293 -4.033
H 2.523 -0.301 1.481
H -1.160 1.768 -0.604
H 2.339 -0.431 -4.404
H 4.087 0.350 2.456
H -3.237 2.215 -3.538
H 2.817 3.341 -1.301
H 2.885 5.078 1.743
H -1.988 3.870 0.207
H -2.456 -3.813 -2.259
H 5.154 0.845 -0.558
H -5.815 0.526 -1.339
H 0.992 2.847 -4.039
H -0.387 -0.848 3.855
```

[4]
The following is a DFT calculation (ωB97M-V/def2-TZVPD) of the molecule C4H2 at a distorted geometry.

Energy above the lowest of the compared OMol25 structures with the same formula, charge and spin (eV): 2.287
Kohn-Sham gap (eV): 9.746
Lowest unoccupied orbital energy (eV): -0.22

Structure (XYZ):
```
6
C4H2, DFT ωB97M-V/def2-TZVPD
C -0.355 -0.249 0.059
C 1.000 0.089 0.005
C 2.287 -0.144 0.022
C -1.546 -0.489 0.006
H -2.596 -0.467 -0.111
H 1.210 1.260 0.019
```